76
Properties=species:S:1:pos:R:3 method="wB97M-V/def2-TZVPD" lumo_energy_ev=1.917 multiplicity=1 gap_ev=6.70 charge=-1 e_above_lowest_kcal_mol=42.9
Sr -1.728 -0.098 1.554
N -2.465 4.385 3.678
C -2.351 3.263 2.897
S -2.733 1.785 3.668
N -2.095 3.533 1.635
N -2.227 2.482 0.779
C -1.876 2.771 -0.437
C -1.316 4.160 -0.919
C -1.952 5.443 -0.871
C -1.239 6.509 -1.448
C 0.111 6.410 -1.830
C 0.682 5.196 -1.789
C 0.023 4.079 -1.281
C -2.049 1.691 -1.473
C -1.980 1.952 -2.826
C -2.024 0.910 -3.766
C -2.031 -0.444 -3.292
C -2.191 -0.587 -1.945
N -2.127 0.387 -1.060
H -2.485 4.144 4.672
H -1.986 5.218 3.415
H -2.925 5.690 -0.500
H -1.832 7.434 -1.534
H 0.666 7.321 -2.010
H 1.782 5.149 -1.909
H 0.449 3.136 -1.173
H -2.060 2.991 -3.209
H -2.165 1.262 -4.832
H -2.152 -1.255 -3.985
H -2.233 -1.609 -1.557
Cl -3.708 -1.899 2.163
C -3.656 -8.288 3.664
C -4.323 -9.466 3.667
C -4.832 -9.563 2.370
C -4.755 -8.564 1.374
C -4.248 -7.285 1.691
C -3.701 -7.239 2.956
P 1.331 -1.515 0.129
C 1.595 -0.856 -1.600
C 2.106 -1.460 -2.775
C 2.160 -0.825 -3.984
C 1.861 0.517 -4.075
C 1.266 1.142 -3.000
C 1.175 0.456 -1.768
C 3.044 -2.108 0.512
C 4.163 -1.705 -0.194
C 5.380 -2.119 0.229
C 5.558 -3.024 1.201
C 4.462 -3.511 1.853
C 3.207 -3.051 1.478
H -4.474 -10.163 4.478
H -5.235 -10.499 1.949
H -5.196 -8.729 0.401
H -4.413 -6.442 1.010
H 2.539 -2.485 -2.618
H 2.688 -1.356 -4.702
H 2.111 1.011 -5.053
H 1.179 2.209 -3.044
H 0.731 0.914 -0.856
H 4.029 -0.934 -1.014
H 6.307 -1.777 -0.360
H 6.483 -3.370 1.531
H 4.391 -4.267 2.686
H 2.341 -3.337 2.010
N 0.827 -0.255 1.134
C 1.443 0.963 1.439
C 0.782 2.000 2.072
C 1.420 3.250 2.182
C 2.777 3.448 1.777
C 3.479 2.354 1.297
C 2.756 1.206 1.010
H -0.277 1.908 2.419
H 0.803 4.130 2.453
H 3.158 4.461 1.719
H 4.451 2.407 0.873
H 3.326 0.411 0.661